Entry 1:
Entry from OMol25: C31H57BClLaO2P as an isolated structure at a distorted geometry (ωB97M-V with the def2-TZVPD basis set).

CARTESIAN COORDINATES (ANGSTROEM)
1 La 0.77513 0.55639 0.55589
2 P 0.00024 -0.82180 -2.39874
3 Cl 0.75289 -2.23423 1.29427
4 C 2.15424 0.84993 2.10947
5 H 2.38303 0.11345 2.98979
6 H 2.50490 1.82718 2.50236
7 C -1.34347 -2.12482 -2.69947
8 C 1.63245 -1.46958 -3.07562
9 C -1.01824 -3.43843 -1.96690
10 H -2.19551 -1.64330 -2.18033
11 C -2.23076 -4.38132 -1.96167
12 H -0.17573 -3.94147 -2.46769
13 H -0.69502 -3.23902 -0.93492
14 C -2.81041 -4.62250 -3.36044
15 H -1.94037 -5.33647 -1.51141
16 H -3.00973 -3.94690 -1.32086
17 C -3.00746 -3.32864 -4.16003
18 H -2.14434 -5.29454 -3.91848
19 H -3.77165 -5.14261 -3.27237
20 C -1.78204 -2.40554 -4.14050
21 H -3.25836 -3.56865 -5.19934
22 H -3.86362 -2.77986 -3.74392
23 H -0.95814 -2.88067 -4.69349
24 H -2.02557 -1.47527 -4.67004
25 C -0.41526 0.62078 -3.52903
26 C 1.57678 -2.47125 -4.22880
27 H 2.11408 -0.54710 -3.44647
28 C 2.99613 -2.79810 -4.72417
29 H 1.08618 -3.39807 -3.89883
30 H 0.98479 -2.08003 -5.07003
31 C 3.93538 -3.26633 -3.60584
32 H 2.93551 -3.56573 -5.50508
33 H 3.41656 -1.89723 -5.19182
34 C 3.90300 -2.35664 -2.37125
35 H 3.66067 -4.28602 -3.30774
36 H 4.96054 -3.31989 -3.99200
37 C 2.48138 -2.01680 -1.91152
38 H 4.44710 -2.83115 -1.54588
39 H 4.43032 -1.42261 -2.60247
40 H 2.00202 -2.91942 -1.49994
41 H 2.54114 -1.28185 -1.08902
42 C -1.87037 1.07567 -3.31289
43 H 0.25374 1.40091 -3.11558
44 C -2.17123 2.37459 -4.07397
45 H -2.56164 0.28780 -3.65319
46 H -2.07052 1.22419 -2.24200
47 C -1.76921 2.31817 -5.55227
48 H -3.23964 2.60019 -3.98919
49 H -1.63105 3.19736 -3.58715
50 C -0.35276 1.77376 -5.77426
51 H -2.48734 1.69303 -6.09984
52 H -1.84011 3.32257 -5.98535
53 C -0.06905 0.47109 -5.01397
54 H -0.18078 1.60982 -6.84391
55 H 0.37529 2.52784 -5.44568
56 H -0.65380 -0.34596 -5.46166
57 H 0.98920 0.20466 -5.14176
58 C -1.41369 0.45841 1.93295
59 C -0.26866 1.09991 2.39591
60 H -1.37687 -0.63445 1.68754
61 C -0.28425 2.68515 2.48840
62 H 0.28459 0.68413 3.43584
63 C -1.67011 3.08803 3.01036
64 H 0.54291 2.99305 3.09956
65 H -0.08321 3.15948 1.48620
66 C -2.76669 2.62826 2.08798
67 H -1.78026 2.65497 4.00150
68 H -1.70348 4.15330 3.14079
69 C -2.75145 1.14402 1.77055
70 H -3.75756 2.89411 2.48881
71 H -2.70393 3.12938 1.15070
72 H -3.56022 0.59326 2.30224
73 H -3.08959 0.95329 0.74257
74 C 2.14896 -1.38232 6.08616
75 C 1.33664 -2.32540 5.22228
76 C 1.70383 -3.75851 5.60812
77 O 1.76163 -2.12804 3.86579
78 B 0.64121 -2.17985 3.11473
79 O -0.54351 -2.24869 3.75663
80 C -0.24778 -2.07260 5.15275
81 C -1.11666 -3.05949 5.91241
82 C -0.65945 -0.66055 5.55094
83 H 2.00873 -0.33036 5.81167
84 H 3.21261 -1.62153 5.96577
85 H 1.89202 -1.50798 7.14620
86 H 2.77280 -3.91004 5.41144
87 H 1.52852 -3.93621 6.67737
88 H 1.14104 -4.50072 5.02457
89 H -0.94315 -2.98351 6.99389
90 H -2.17321 -2.83060 5.72493
91 H -0.93175 -4.09245 5.59369
92 H -0.00462 0.10597 5.10670
93 H -1.68473 -0.46982 5.19769
94 H -0.64481 -0.54076 6.64594

Computed properties:
- charge = -1
- electronic energy (eV) = -60511.0025
- E_LUMO (alpha / beta) (eV) = 2.3620 / 2.3432
- frontier orbital gap (alpha / beta) (eV) = 2.39 / 3.77


Entry 2:
Entry from OMol25: a 7-piece molecular cluster, C31H57N2O14S overall at a distorted geometry (ωB97M-V with the def2-TZVPD basis set).

CARTESIAN COORDINATES (ANGSTROEM)
1 O -4.55364 -3.92958 0.96005
2 C -4.57951 -5.11213 0.88406
3 O -5.77496 -5.75582 1.23228
4 C -3.40697 -5.97926 0.38563
5 C -2.47769 -6.50811 1.53465
6 C -1.97451 -5.36505 2.48528
7 C -1.66611 -4.10602 1.86881
8 C -1.25017 -3.04374 2.74834
9 S -0.86904 -1.40181 2.17825
10 C -1.22430 -3.46982 4.12614
11 N -1.51356 -4.70367 4.48918
12 N -1.90104 -5.73267 3.76138
13 H -5.66455 -6.06309 2.14943
14 H -3.79248 -6.85489 -0.18316
15 H -2.78161 -5.41320 -0.34377
16 H -3.07982 -7.24199 2.12121
17 H -1.59266 -7.03753 1.11020
18 H -1.75541 -3.98246 0.78170
19 H 0.32581 -0.97753 2.69456
20 H -0.94951 -2.73214 4.90074
21 H -1.43375 -4.91699 5.48846
22 O 1.07160 0.81679 1.15116
23 C 0.90588 1.59081 0.23536
24 O -0.25551 1.58299 -0.43058
25 C -0.63571 2.57961 -1.39320
26 C -0.10469 2.24668 -2.77148
27 C 2.01020 2.49817 -0.23135
28 H -0.34043 3.57642 -1.05980
29 H -1.72607 2.57435 -1.41721
30 H 0.98649 2.23139 -2.78709
31 H -0.44913 2.97609 -3.50273
32 H -0.44007 1.25889 -3.07922
33 H 2.64760 1.95321 -0.92718
34 H 2.60436 2.79559 0.63271
35 H 1.65852 3.41756 -0.69362
36 O 5.24834 1.76816 0.80635
37 C 5.42616 2.03866 1.96838
38 O 4.57248 2.86721 2.59452
39 C 4.57132 3.10207 4.01016
40 C 5.55296 4.19326 4.38300
41 C 6.63898 1.54223 2.70990
42 H 4.74477 2.17756 4.56237
43 H 3.56207 3.42551 4.26372
44 H 6.57803 3.91290 4.13569
45 H 5.50144 4.40641 5.45156
46 H 5.33134 5.10799 3.83031
47 H 7.47371 2.21467 2.52095
48 H 6.89145 0.55195 2.33355
49 H 6.48708 1.43409 3.78186
50 O -0.91746 1.43777 -5.41316
51 C -2.10690 1.45420 -5.59211
52 O -2.93411 1.01022 -4.62549
53 C -4.35793 1.17257 -4.65369
54 C -5.02614 0.05505 -5.42621
55 C -2.69208 1.87824 -6.91471
56 H -4.63204 2.15990 -5.02950
57 H -4.68534 1.13781 -3.61386
58 H -4.71648 0.04932 -6.47181
59 H -6.11185 0.15815 -5.38935
60 H -4.74985 -0.91475 -5.00728
61 H -2.69513 1.02514 -7.59298
62 H -2.06069 2.66182 -7.33263
63 H -3.69395 2.29562 -6.84279
64 O 9.48613 1.44766 1.48785
65 C 9.40423 2.02507 0.43419
66 O 10.17010 3.10698 0.20532
67 C 10.29913 3.74286 -1.07031
68 C 9.19626 4.75707 -1.29416
69 C 8.39162 1.61400 -0.60313
70 H 10.35626 3.00454 -1.87237
71 H 11.26157 4.25505 -1.05494
72 H 8.21286 4.28455 -1.30558
73 H 9.33988 5.27796 -2.24209
74 H 9.18724 5.49156 -0.48710
75 H 7.43414 2.08419 -0.37573
76 H 8.27376 0.53181 -0.55630
77 H 8.68503 1.84806 -1.62436
78 O 2.69074 2.00939 6.65373
79 C 2.02619 1.07332 7.00192
80 O 1.25943 1.17004 8.10418
81 C 0.28539 0.20002 8.49492
82 C 0.91244 -0.91463 9.30793
83 C 2.10236 -0.24821 6.27745
84 H -0.26570 -0.17337 7.62817
85 H -0.43814 0.73248 9.11252
86 H 1.65315 -1.46754 8.72760
87 H 0.14980 -1.61567 9.65194
88 H 1.43022 -0.50521 10.17611
89 H 2.94557 -0.81988 6.66516
90 H 2.26553 -0.04811 5.21791
91 H 1.19177 -0.84175 6.34355
92 O -7.94955 0.11525 -7.93804
93 C -8.62660 -0.82134 -7.60888
94 O -9.38715 -0.73982 -6.49974
95 C -10.37405 -1.70827 -6.13052
96 C -9.75913 -2.85162 -5.34958
97 C -8.57418 -2.12565 -8.36350
98 H -10.93205 -2.05177 -7.00351
99 H -11.08855 -1.18269 -5.49646
100 H -9.02824 -3.39843 -5.94722
101 H -10.52954 -3.55125 -5.02179
102 H -9.23279 -2.47154 -4.47224
103 H -7.73748 -2.71841 -7.99356
104 H -8.41364 -1.90429 -9.41818
105 H -9.49177 -2.70718 -8.30717

Computed properties:
- charge = +1
- electronic energy (eV) = -75544.1554
- E_LUMO (eV) = -4.8148
- frontier orbital gap (eV) = 6.44


Entry 3:
Entry from OMol25: C31H57N2OP2PdS as an isolated structure at a distorted geometry (ωB97M-V with the def2-TZVPD basis set).

CARTESIAN COORDINATES (ANGSTROEM)
1 C -2.36698 1.37572 -1.39247
2 C -2.05311 -0.96482 -1.31135
3 C -3.44801 1.27647 -2.26986
4 C -3.17914 -1.09945 -2.17590
5 C -3.86983 0.00277 -2.63954
6 H -3.94565 2.18586 -2.60649
7 H -3.47354 -2.10947 -2.44936
8 H -4.73684 -0.12512 -3.27886
9 N -1.76261 0.30535 -0.87435
10 P -0.89751 2.89075 0.51602
11 P -0.06673 -2.77460 0.01755
12 C -1.84283 2.77599 -1.05626
13 H -1.18905 3.11238 -1.87843
14 H -2.69114 3.47314 -1.04135
15 C -1.34522 -2.17898 -1.02895
16 H -1.98723 -3.04681 -1.28298
17 C 0.73753 -4.22597 -1.00323
18 C -0.62543 -3.52405 1.69397
19 C 0.70711 3.82619 0.23298
20 C -2.13562 3.83591 1.56385
21 C 2.24185 -3.91727 -0.86949
22 H 2.60033 -4.09960 0.15370
23 H 2.82127 -4.56585 -1.54465
24 H 2.45715 -2.86892 -1.12248
25 C 0.46705 -5.68259 -0.59994
26 H 0.71298 -5.92539 0.43667
27 H -0.56867 -5.97838 -0.80638
28 H 1.10548 -6.32596 -1.22737
29 C 0.26452 -4.09288 -2.44465
30 H 0.94354 -4.67678 -3.08822
31 H -0.75265 -4.48556 -2.59016
32 H 0.27857 -3.05282 -2.77947
33 C 0.59594 -4.14269 2.40008
34 H 1.33742 -3.37079 2.64828
35 H 0.24705 -4.60153 3.33702
36 H 1.09906 -4.92202 1.81833
37 C -1.13673 -2.37725 2.56651
38 H -0.33019 -1.65843 2.75439
39 H -1.98665 -1.85097 2.11214
40 H -1.45826 -2.78050 3.54013
41 C -1.75430 -4.53000 1.46957
42 H -1.43568 -5.40140 0.88989
43 H -2.09022 -4.89018 2.45295
44 H -2.60892 -4.05699 0.96784
45 C -1.51906 4.18331 2.92711
46 H -2.29799 4.69494 3.51385
47 H -1.21154 3.29335 3.48671
48 H -0.66610 4.86976 2.83808
49 C -3.35829 2.92380 1.76070
50 H -3.85989 2.69467 0.81122
51 H -3.09551 1.98564 2.26158
52 H -4.07833 3.45611 2.40040
53 C -2.61996 5.14859 0.91206
54 H -3.26864 5.65431 1.64269
55 H -1.79934 5.83128 0.67476
56 H -3.21615 4.99225 0.00583
57 C 1.32886 3.30759 -1.07186
58 H 0.83110 3.71458 -1.96266
59 H 2.38416 3.61810 -1.10861
60 H 1.31067 2.20971 -1.12195
61 C 1.64667 3.48661 1.40860
62 H 1.76174 2.39658 1.52862
63 H 2.64018 3.91316 1.20034
64 H 1.29176 3.89867 2.36301
65 C 0.53863 5.34793 0.13966
66 H -0.14041 5.64639 -0.67276
67 H 0.20740 5.80043 1.08591
68 H 1.52635 5.78521 -0.08538
69 Pd -0.14529 0.66148 0.70334
70 C -0.80092 0.84429 2.46218
71 O -1.19556 0.87139 3.55600
72 N 0.82442 -0.38994 -0.76960
73 C 0.97189 -0.95391 -1.82077
74 C 1.85302 -0.71971 -3.10831
75 C 1.61890 -1.72237 -4.22396
76 C 1.48564 0.64812 -3.67440
77 C 3.31781 -0.77769 -2.67256
78 H 1.97621 -2.72222 -3.95826
79 H 0.56571 -1.75003 -4.51456
80 H 2.18674 -1.41388 -5.11271
81 H 1.78527 1.45765 -2.99769
82 H 1.98258 0.80817 -4.64516
83 H 0.39918 0.71745 -3.84083
84 H 3.95419 -0.31741 -3.44024
85 H 3.46584 -0.24686 -1.72140
86 H 3.63842 -1.81637 -2.53091
87 C 1.99203 0.89732 4.24638
88 S 1.78719 -0.11425 2.75987
89 C 3.50446 -0.18046 2.20859
90 H 1.01483 1.20660 4.63063
91 H 2.61692 1.77049 4.02490
92 H 2.48736 0.25412 4.98577
93 H 3.96813 0.80834 2.29298
94 H 4.02055 -0.90791 2.84670
95 H 3.51004 -0.52184 1.16645

Computed properties:
- spin multiplicity = 5
- charge = +3
- expectation value of S² = 6.051
- electronic energy (eV) = -70963.1080
- E_LUMO (alpha / beta) (eV) = -8.9854 / -10.7563
- frontier orbital gap (alpha / beta) (eV) = 7.44 / 6.54
- energy above the lowest of the compared OMol25 structures with the same formula, charge and spin (kJ/mol) = 0.0


Entry 4:
Entry from OMol25: C31H58AsCrN2O6P2Si as an isolated structure (ωB97M-V with the def2-TZVPD basis set).

CARTESIAN COORDINATES (ANGSTROEM)
1 Cr -0.99487 0.33559 -1.10821
2 C -0.41597 3.93712 -2.24160
3 C -1.74592 3.25328 -2.23050
4 C -2.93631 3.93617 -2.36782
5 C -4.13665 3.22443 -2.33321
6 C -4.14361 1.85347 -2.17682
7 C -2.91079 1.20918 -2.11550
8 N -1.75211 1.91335 -2.13878
9 N -2.63434 -0.12977 -1.88226
10 Si -3.61687 -1.50774 -2.48439
11 C -3.62559 -1.35276 -4.33047
12 C -2.75181 -3.04656 -1.89996
13 C -5.33247 -1.39665 -1.78048
14 H -0.45121 4.87570 -1.69120
15 H -0.12081 4.16729 -3.26734
16 H 0.34960 3.29833 -1.80089
17 H -2.93039 5.00858 -2.49329
18 H -5.07560 3.75603 -2.41162
19 H -5.06217 1.29261 -2.10823
20 H -2.60887 -1.29973 -4.72495
21 H -4.15975 -0.45417 -4.64516
22 H -4.11907 -2.20590 -4.79857
23 H -1.69958 -2.86083 -1.68694
24 H -2.80843 -3.83593 -2.65002
25 H -3.21714 -3.42902 -0.99016
26 H -5.97408 -0.71260 -2.33609
27 H -5.32567 -1.09440 -0.73154
28 H -5.79898 -2.38301 -1.83119
29 C 1.56571 -3.81326 3.14255
30 C 2.05676 -3.64974 1.72417
31 C 3.41228 -2.99143 1.61752
32 O 1.10452 -2.88821 0.87440
33 P 0.09532 -1.75714 1.18512
34 O -0.57802 -1.34486 -0.09184
35 C 0.99722 -0.36650 1.88714
36 P 0.04097 1.15973 1.91256
37 O -0.47357 1.38815 0.51779
38 O -1.17783 1.02721 2.86036
39 C -1.29181 1.06803 4.33743
40 C -0.17224 0.31850 5.01982
41 C -1.41878 2.50262 4.78433
42 O 1.03089 2.21802 2.44627
43 C 1.13945 3.66544 2.12435
44 C -0.22087 4.27496 1.88886
45 C 2.08488 3.81780 0.96074
46 O -0.91535 -2.18047 2.28492
47 C -2.20552 -2.86052 2.00338
48 C -1.94031 -4.27970 1.56417
49 C -3.00535 -2.75546 3.27735
50 H 2.28131 -4.43911 3.67575
51 H 0.59266 -4.29607 3.18488
52 H 1.50779 -2.85922 3.66966
53 H 2.07438 -4.61653 1.22330
54 H 3.43352 -2.02457 2.12318
55 H 3.70896 -2.86016 0.57806
56 H 4.15505 -3.62789 2.09804
57 H 1.83847 -0.18133 1.20919
58 H 1.40269 -0.62086 2.86463
59 H -2.23542 0.54686 4.49106
60 H 0.79333 0.80382 4.86109
61 H -0.13217 -0.72083 4.69926
62 H -0.36020 0.32846 6.09396
63 H -0.48456 3.04895 4.64684
64 H -1.65652 2.51281 5.84772
65 H -2.22334 3.01098 4.25656
66 H 1.59066 4.06086 3.03417
67 H -0.69821 3.85780 1.00094
68 H -0.08333 5.34453 1.72888
69 H -0.88293 4.14987 2.74425
70 H 1.65929 3.37305 0.05987
71 H 3.05266 3.36607 1.17315
72 H 2.24409 4.87939 0.77189
73 H -2.67086 -2.28267 1.20118
74 H -1.51884 -4.86917 2.37879
75 H -1.27213 -4.33018 0.70408
76 H -2.88528 -4.73929 1.27410
77 H -2.45268 -3.18835 4.11102
78 H -3.93795 -3.30817 3.16708
79 H -3.24983 -1.72071 3.50733
80 C 1.05528 0.38712 -4.13386
81 As 1.25589 0.18305 -2.22419
82 C 2.05694 -1.56928 -2.11291
83 C 2.71492 1.41052 -1.76124
84 C 4.05539 0.86462 -2.15758
85 C 4.56557 1.08275 -3.43360
86 C 5.78253 0.53032 -3.80823
87 C 6.50425 -0.23921 -2.90831
88 C 6.01339 -0.44325 -1.62577
89 C 4.79693 0.10733 -1.25453
90 H 2.03882 0.34232 -4.60189
91 H 0.56623 1.33140 -4.36641
92 H 0.44147 -0.43244 -4.50616
93 H 2.85688 -1.61904 -2.85203
94 H 1.29177 -2.31543 -2.32173
95 H 2.46768 -1.75270 -1.12377
96 H 2.66083 1.59485 -0.68746
97 H 2.49609 2.35138 -2.26997
98 H 4.02018 1.70176 -4.13638
99 H 6.17276 0.71095 -4.80039
100 H 7.45549 -0.66258 -3.19821
101 H 6.58529 -1.02253 -0.91393
102 H 4.42588 -0.04546 -0.24557

Computed properties:
- spin multiplicity = 4
- charge = +2
- expectation value of S² = 3.817
- electronic energy (eV) = -164065.7230
- E_LUMO (alpha / beta) (eV) = -5.9338 / -4.7971
- frontier orbital gap (alpha / beta) (eV) = 7.21 / 8.66
- energy above the lowest of the compared OMol25 structures with the same formula, charge and spin (kJ/mol) = 15.6